1.
{"formula": "C31H76Cl10O21S7", "method": "ωB97M-V/def2-TZVPD", "species": ["C", "C", "O", "S", "C", "O", "O", "H", "H", "H", "H", "H", "H", "H", "H", "C", "C", "O", "S", "C", "O", "O", "H", "H", "H", "H", "H", "H", "H", "H", "C", "C", "O", "S", "C", "O", "O", "H", "H", "H", "H", "H", "H", "H", "H", "C", "C", "O", "S", "C", "O", "O", "H", "H", "H", "H", "H", "H", "H", "H", "C", "C", "O", "S", "C", "O", "O", "H", "H", "H", "H", "H", "H", "H", "H", "C", "C", "O", "S", "C", "O", "O", "H", "H", "H", "H", "H", "H", "H", "H", "C", "C", "O", "S", "C", "O", "O", "H", "H", "H", "H", "H", "H", "H", "H", "Cl", "C", "C", "Cl", "H", "H", "H", "H", "Cl", "C", "C", "Cl", "H", "H", "H", "H", "Cl", "C", "C", "Cl", "H", "H", "H", "H", "Cl", "C", "C", "Cl", "H", "H", "H", "H", "Cl", "C", "C", "Cl", "H", "H", "H", "H"], "positions_angstrom": [[5.6720, -1.3137, 1.6675], [4.3219, -1.9941, 1.7674], [4.1565, -3.0308, 0.8143], [2.5697, -3.5738, 0.5439], [2.9855, -5.3664, 0.5122], [1.7283, -3.3327, 1.7021], [2.1849, -3.1623, -0.8559], [6.4616, -1.9917, 1.9913], [5.8190, -0.3302, 2.1137], [5.9520, -1.1079, 0.6344], [4.2059, -2.4372, 2.7565], [3.5737, -1.2016, 1.7479], [3.7755, -5.5524, 1.2398], [3.3357, -5.3576, -0.5199], [2.0649, -5.9270, 0.6747], [3.3789, -0.5313, -3.0857], [4.6583, -0.4277, -2.2787], [5.7674, -0.8536, -3.0728], [7.1757, -1.2626, -2.2478], [6.7863, -3.0240, -1.6382], [8.1837, -1.3540, -3.2556], [7.3291, -0.4092, -1.0686], [3.1149, -1.5874, -3.1394], [3.4377, -0.0593, -4.0665], [2.5809, 0.1065, -2.7056], [4.7849, 0.6521, -2.2008], [4.5021, -1.0120, -1.3719], [6.5508, -3.6487, -2.4999], [6.0062, -2.9505, -0.8805], [7.7457, -3.3243, -1.2171], [-2.8080, 0.4329, -1.4126], [-1.5412, 1.0354, -1.9717], [-0.2688, 0.4049, -1.6816], [0.3396, 0.4262, -0.0866], [-0.5079, -1.1801, 0.4867], [1.7987, 0.1625, -0.1312], [-0.1385, 1.6248, 0.5677], [-3.6978, 1.0398, -1.5800], [-2.6711, 0.4030, -0.3316], [-3.0225, -0.5438, -1.8462], [-1.6166, 1.2435, -3.0390], [-1.4338, 2.0512, -1.5913], [0.0470, -1.8777, -0.1406], [-1.5701, -1.2225, 0.2458], [-0.2743, -1.3900, 1.5304], [4.4293, 2.1999, 2.2067], [2.9343, 2.3015, 2.1702], [2.4911, 2.7466, 3.4291], [1.5969, 4.1305, 3.5596], [3.0556, 5.2919, 3.0520], [0.6508, 4.1510, 2.4360], [1.2278, 4.3253, 4.9564], [4.8616, 1.5978, 1.4076], [4.7541, 1.5956, 3.0538], [4.8748, 3.1938, 2.2477], [2.6267, 3.0579, 1.4482], [2.3378, 1.4103, 1.9753], [3.9768, 4.9489, 3.5230], [2.8537, 6.2870, 3.4485], [3.1018, 5.3678, 1.9657], [-6.1725, -5.3095, -3.3065], [-5.0224, -4.3716, -3.0162], [-3.8671, -4.9902, -2.4826], [-3.1767, -4.3820, -1.1024], [-4.3419, -5.1449, 0.1541], [-1.8854, -5.0740, -0.8691], [-3.2183, -2.9227, -1.0780], [-6.8227, -5.4065, -2.4370], [-5.8456, -6.3173, -3.5624], [-6.9174, -4.8171, -3.9316], [-4.6845, -3.9875, -3.9787], [-5.3340, -3.4360, -2.5518], [-5.3135, -5.1343, -0.3398], [-4.2969, -4.6119, 1.1039], [-4.1093, -6.1938, 0.3380], [2.4608, 3.3653, -2.9787], [1.0431, 3.6058, -2.6029], [0.6963, 4.9732, -2.5344], [0.7293, 5.7131, -0.9517], [-0.7518, 4.8599, -0.2834], [1.9126, 5.2687, -0.2701], [0.4384, 7.1300, -1.1754], [2.6013, 2.3163, -3.2395], [3.1180, 3.6958, -2.1743], [2.7519, 3.9069, -3.8787], [0.4022, 3.0793, -3.3101], [0.9231, 3.1198, -1.6346], [-1.5743, 5.1731, -0.9265], [-0.9836, 5.0970, 0.7549], [-0.5552, 3.7878, -0.2879], [-0.0838, -0.3192, 4.5935], [1.3873, -0.5915, 4.7665], [1.7206, -0.0186, 5.9814], [3.3660, -0.0963, 6.2704], [3.7714, 1.6839, 6.7713], [3.4729, -0.9923, 7.3989], [4.0937, -0.4759, 5.0350], [-0.4299, -0.4278, 3.5656], [-0.3428, 0.6989, 4.8840], [-0.6196, -1.0641, 5.1819], [1.5810, -1.6532, 4.6137], [1.8937, -0.0243, 3.9856], [3.0737, 2.4193, 6.3706], [4.7926, 1.8780, 6.4436], [3.7328, 1.5821, 7.8559], [-2.7594, 0.2498, -7.6429], [-3.5894, -1.2569, -7.1109], [-3.2320, -1.7700, -5.7140], [-3.6351, -0.8302, -4.3659], [-3.2881, -1.9075, -7.9319], [-4.6742, -1.2001, -7.2007], [-2.1613, -1.9740, -5.7167], [-3.6921, -2.7456, -5.5572], [-3.6261, 3.3850, 3.1389], [-3.2321, 1.7007, 2.7356], [-3.8990, 0.6436, 3.6284], [-3.1591, 0.5482, 5.2139], [-2.1586, 1.6478, 2.5543], [-3.7617, 1.5775, 1.7909], [-4.0295, -0.3840, 3.2893], [-4.9121, 0.9179, 3.9226], [-6.1927, 1.9026, 0.1761], [-6.0627, 3.6346, 0.4363], [-5.5135, 4.3354, -0.8301], [-3.8446, 3.7624, -1.2456], [-5.4666, 3.8250, 1.3287], [-7.0829, 3.9681, 0.6266], [-5.4051, 5.3915, -0.5831], [-6.1373, 4.2230, -1.7168], [-2.2994, 3.7683, -4.6483], [-3.4266, 2.4724, -4.8431], [-4.6486, 2.8026, -5.7008], [-5.9056, 1.6041, -5.3596], [-3.6472, 2.0980, -3.8435], [-2.7622, 1.7186, -5.2655], [-4.4545, 2.8727, -6.7711], [-4.9538, 3.7915, -5.3589], [-2.4605, -2.9147, 3.6341], [-0.9950, -3.7371, 2.9702], [-0.9942, -5.3038, 3.4245], [-2.4496, -6.1938, 2.8682], [-0.1036, -3.1660, 3.2298], [-1.1027, -3.7087, 1.8859], [-0.9504, -5.3974, 4.5096], [-0.1624, -5.7943, 2.9191]], "forces_ev_per_a": [[1.05, -0.76, -1.25], [-0.09, 1.50, 2.11], [-2.13, -0.62, -1.18], [0.90, -0.11, -2.12], [-0.09, 1.90, -0.60], [0.67, 0.52, -1.04], [0.88, -0.88, 4.20], [0.07, 0.09, 0.35], [-0.62, -0.37, 0.62], [-0.33, -0.07, -0.26], [0.07, -0.04, 0.12], [-0.46, -0.23, -0.66], [-0.24, -0.01, -0.11], [0.14, -0.95, 0.09], [0.17, 0.08, -0.14], [-0.07, -0.22, -0.60], [-1.10, 1.51, -0.82], [2.16, -1.27, 0.89], [-1.94, -0.53, 0.79], [0.67, 1.87, -0.61], [-0.27, 0.18, 0.28], [-0.24, -1.06, -1.78], [-0.55, 0.21, -0.31], [0.73, -0.52, -0.40], [-0.04, -0.58, 0.98], [0.32, -0.06, 1.23], [0.49, 0.33, 0.24], [-0.15, 0.24, 0.09], [0.04, -0.11, -0.17], [-0.13, -0.04, 0.13], [0.40, -0.55, 0.22], [-0.10, 1.97, 0.27], [0.94, -0.57, 1.52], [0.04, -1.58, -1.05], [1.30, 1.02, -0.68], [-3.23, 0.59, -0.27], [0.18, -0.82, -0.36], [0.30, 0.33, -0.21], [-0.39, -0.32, 0.08], [0.21, -0.14, 0.44], [0.50, -0.80, -0.22], [-0.19, 0.18, 0.31], [-0.14, -0.17, 0.02], [0.22, 0.35, 0.08], [-0.01, 0.36, -0.07], [0.51, -1.01, 0.23], [-0.59, 0.42, -1.20], [-1.64, 1.38, 2.83], [1.98, 0.62, -2.04], [-1.43, -0.11, 0.93], [0.95, -0.04, 2.34], [0.50, -0.73, -2.15], [-0.30, 0.48, -0.64], [-0.15, 0.32, 0.54], [0.13, -0.19, -0.07], [-0.03, -0.20, -0.43], [0.61, -0.21, -0.28], [-0.25, -0.30, -0.13], [-0.29, -0.07, 0.02], [-0.10, -0.39, 0.09], [-0.68, 0.08, 1.67], [-0.32, 1.22, -2.06], [1.43, 0.24, 2.07], [1.06, -1.73, 1.70], [0.20, 0.50, -1.08], [-2.65, 1.61, -1.26], [-0.29, -1.93, -0.33], [0.31, -0.38, 0.62], [-0.15, 0.27, -0.57], [0.57, -0.25, -0.92], [0.13, -0.07, -0.25], [0.09, -0.27, 0.84], [-0.14, 0.38, 0.35], [-0.04, 0.24, -0.30], [0.53, 0.19, -0.36], [0.97, 0.38, -0.61], [0.10, -0.98, 0.55], [-0.18, 1.92, 2.10], [-1.70, -0.10, -1.76], [0.52, 0.46, -0.21], [-0.16, 0.26, -0.26], [0.70, -2.53, 0.25], [0.10, -0.11, 0.39], [0.15, -0.26, -0.03], [-0.13, 0.22, -0.05], [-0.43, 0.44, -0.04], [-0.39, -0.02, 0.18], [0.20, -0.19, -0.03], [0.46, 0.45, -0.07], [-0.02, 0.10, -0.27], [-0.44, -0.47, 0.12], [-1.22, 0.84, -2.76], [2.82, 0.15, 1.54], [0.19, -0.47, -1.00], [-0.22, -1.74, 0.02], [0.26, 1.10, -0.56], [-1.51, 1.12, 2.06], [0.21, -0.16, -0.15], [0.08, -0.15, 0.21], [-0.39, 0.38, 0.13], [0.41, -0.08, 0.57], [0.35, -0.26, -0.21], [-0.10, -0.37, -0.07], [-0.13, -0.18, -0.07], [-0.06, 0.38, -0.06], [-0.37, 0.02, 0.57], [-0.50, -0.18, -0.25], [1.39, -1.61, -2.20], [-0.54, 1.18, 1.27], [0.13, -0.62, 0.63], [0.03, 0.74, -0.01], [0.09, 0.17, 0.24], [-0.19, -0.01, -0.36], [0.10, 0.12, 0.62], [-1.20, -0.98, -1.03], [-0.57, 0.72, 0.78], [0.66, -0.14, 1.01], [-0.10, -0.29, 0.38], [0.37, -0.09, -0.34], [0.74, 0.23, -0.75], [-0.10, 0.50, -0.71], [0.05, -0.80, 0.04], [-0.05, 0.69, -0.88], [0.27, -0.01, 1.02], [-0.65, 0.16, 0.11], [0.13, -0.06, -0.29], [0.08, 0.23, -0.09], [-0.03, 0.00, -0.18], [0.05, -0.20, 0.22], [0.65, 1.70, 0.13], [0.55, -1.70, -0.38], [0.82, 0.70, 0.88], [-0.32, 0.04, -0.23], [-0.63, 0.28, -0.11], [-0.71, -0.31, -0.33], [0.12, -0.34, 0.17], [-0.53, -0.10, -0.10], [0.45, -0.13, -0.09], [-0.99, -2.03, 0.09], [0.20, 2.06, -0.66], [0.21, 0.35, 0.13], [-0.12, -0.39, 0.39], [0.02, -0.06, 0.06], [0.08, 0.02, -0.21], [0.07, 0.13, 0.29]], "smiles": "CCOS(C)(=O)=O.CCOS(C)(=O)=O.CCOS(C)(=O)=O.CCOS(C)(=O)=O.CCOS(C)(=O)=O.CCOS(C)(=O)=O.CCOS(C)(=O)=O.ClCCCl.ClCCCl.ClCCCl.ClCCCl.ClCCCl", "e_lumo_ev": 0.0, "homo_ev": -10.40, "e_tot_ha": -10195.8031}


2.
{"formula": "C31H46ClFN8O7S2SiTi", "method": "ωB97M-V/def2-TZVPD", "species": ["Ti", "C", "C", "N", "N", "C", "N", "S", "C", "C", "C", "C", "C", "N", "H", "H", "H", "H", "H", "H", "H", "H", "H", "C", "C", "C", "C", "O", "Si", "S", "O", "C", "C", "C", "C", "O", "C", "C", "C", "C", "H", "H", "H", "H", "H", "H", "H", "H", "H", "H", "H", "H", "H", "H", "H", "H", "H", "H", "H", "H", "H", "H", "H", "H", "H", "H", "H", "F", "C", "C", "N", "C", "C", "O", "O", "C", "O", "N", "C", "O", "H", "H", "H", "H", "N", "C", "C", "C", "C", "C", "N", "H", "H", "H", "H", "H", "H", "Cl"], "positions_angstrom": [[-0.8290, -1.0773, 0.8444], [-1.6627, -2.9413, 4.8371], [-1.0619, -2.2513, 3.6587], [-1.4051, -2.5060, 2.4468], [-2.3728, -3.4520, 2.2437], [-2.3022, -3.9375, 1.0219], [-3.1632, -4.9173, 0.6943], [-1.1175, -3.4293, -0.1178], [-0.0010, -1.2394, 3.7925], [0.4969, -0.8136, 5.0162], [1.5509, 0.0856, 5.0305], [2.0795, 0.5267, 3.8308], [1.4976, 0.0976, 2.6463], [0.4702, -0.7477, 2.6325], [-1.9254, -3.9603, 4.5618], [-0.9921, -2.9525, 5.6916], [-2.5905, -2.4373, 5.1204], [-3.9024, -5.1326, 1.3418], [-3.2853, -5.1483, -0.2750], [0.0717, -1.1750, 5.9388], [1.9570, 0.4316, 5.9712], [2.9147, 1.2095, 3.8006], [1.8368, 0.4490, 1.6779], [4.1007, 2.5830, 0.6071], [4.2128, 1.3315, -0.2576], [4.9673, 1.6632, -1.5388], [4.9091, 0.2058, 0.5015], [2.8606, 0.9531, -0.5508], [2.1741, -0.2288, -1.4478], [1.1014, -1.7062, -0.3350], [3.4418, -0.9949, -2.1477], [3.5935, -2.2343, -2.8582], [2.3221, -2.6018, -3.6141], [4.7419, -2.0014, -3.8316], [3.9588, -3.3231, -1.8560], [1.1292, 0.3448, -2.5487], [1.1704, 1.4244, -3.4883], [1.1042, 2.7495, -2.7384], [-0.0623, 1.2465, -4.3648], [2.4371, 1.3467, -4.3326], [5.0827, 2.8896, 0.9686], [3.4538, 2.3955, 1.4626], [3.6654, 3.4020, 0.0349], [5.9725, 2.0102, -1.2966], [4.4560, 2.4579, -2.0826], [5.0442, 0.7851, -2.1762], [5.9616, 0.4471, 0.6534], [4.8434, -0.7228, -0.0628], [4.4518, 0.0501, 1.4788], [2.0546, -1.8196, -4.3232], [1.4883, -2.7471, -2.9282], [2.4777, -3.5296, -4.1655], [4.4811, -1.2175, -4.5428], [4.9674, -2.9135, -4.3847], [5.6358, -1.6940, -3.2885], [3.1534, -3.4653, -1.1360], [4.8668, -3.0479, -1.3181], [4.1362, -4.2681, -2.3707], [0.2059, 2.7862, -2.1243], [1.0886, 3.5827, -3.4419], [1.9648, 2.8597, -2.0794], [-0.9620, 1.2873, -3.7505], [-0.0310, 0.2788, -4.8656], [-0.1171, 2.0328, -5.1181], [3.3264, 1.4156, -3.7086], [2.4572, 2.1655, -5.0526], [2.4750, 0.4064, -4.8815], [-3.7721, 3.8353, 1.2252], [-4.3930, 3.0788, 0.3111], [-3.7789, 2.0433, -0.2682], [-4.4043, 1.2780, -1.2327], [-3.7126, 0.1176, -1.7830], [-3.5856, -0.9544, -0.6990], [-4.4942, -1.7060, -0.4213], [-2.4319, -0.9456, -0.0941], [-5.6897, 1.5486, -1.6601], [-6.2615, 0.9208, -2.5197], [-6.2853, 2.6190, -1.0169], [-5.7632, 3.4428, -0.0253], [-6.4071, 4.3397, 0.4660], [-2.7578, 1.7674, -0.0220], [-2.7240, 0.4124, -2.1399], [-4.3224, -0.2646, -2.5996], [-7.2298, 2.8236, -1.3176], [-4.1708, -0.9842, 2.4504], [-3.5468, 0.1751, 2.7623], [-4.2953, 1.1860, 3.4064], [-3.6671, 2.3139, 3.8520], [-2.2896, 2.4375, 3.6592], [-1.6456, 1.4384, 2.9789], [-2.2359, 0.3208, 2.5049], [-5.1739, -0.9672, 2.3813], [-3.7247, -1.6541, 1.8488], [-5.3574, 1.0397, 3.5459], [-4.2323, 3.0966, 4.3396], [-1.7431, 3.3060, 3.9916], [-0.5916, 1.5367, 2.7613], [-0.3401, 1.1316, 0.2098]], "forces_ev_per_a": [[-0.14, -0.80, -0.26], [-0.01, -0.06, -0.10], [-0.07, -0.09, -0.03], [-0.11, 0.34, 0.10], [-0.03, -0.04, 0.06], [-0.02, 0.08, 0.03], [0.01, -0.02, 0.04], [0.15, -0.01, -0.04], [0.00, 0.10, 0.10], [0.02, -0.08, -0.15], [0.03, 0.03, -0.07], [-0.03, -0.03, -0.04], [0.07, 0.02, 0.00], [-0.12, 0.01, 0.07], [0.01, 0.02, 0.01], [0.02, 0.00, 0.01], [0.00, 0.02, 0.00], [-0.02, -0.01, 0.00], [-0.01, 0.02, 0.01], [-0.01, -0.04, 0.01], [0.01, 0.01, 0.02], [0.04, 0.04, -0.02], [0.01, -0.01, 0.02], [0.03, -0.05, -0.04], [0.01, 0.02, 0.09], [0.03, -0.03, 0.03], [-0.01, 0.03, -0.04], [-0.16, 0.06, -0.01], [0.02, -0.10, 0.02], [0.44, 0.26, -0.06], [-0.06, -0.09, 0.07], [0.04, 0.00, -0.07], [0.02, 0.00, 0.02], [-0.03, -0.03, 0.01], [-0.02, 0.04, 0.00], [-0.02, -0.04, -0.01], [-0.02, 0.09, -0.02], [0.00, -0.03, 0.01], [0.03, 0.00, 0.04], [-0.05, -0.01, 0.00], [0.03, 0.02, 0.00], [-0.04, -0.05, 0.09], [-0.02, 0.02, -0.02], [0.03, 0.02, 0.01], [-0.02, 0.03, 0.00], [0.02, -0.02, -0.03], [0.03, 0.02, 0.02], [0.03, -0.02, -0.03], [-0.08, 0.00, 0.05], [-0.01, 0.04, -0.02], [-0.03, -0.01, 0.01], [0.01, -0.02, -0.02], [-0.01, 0.03, -0.02], [0.00, -0.02, -0.02], [0.03, 0.01, 0.02], [-0.01, -0.01, 0.01], [0.02, 0.01, 0.02], [0.01, -0.02, -0.02], [-0.03, 0.01, 0.02], [0.00, 0.02, -0.03], [0.02, 0.01, 0.02], [-0.02, 0.01, 0.02], [0.00, -0.02, -0.02], [0.00, 0.02, -0.02], [0.02, -0.01, 0.00], [0.00, 0.03, -0.02], [0.00, -0.05, -0.02], [-0.04, -0.02, -0.07], [0.07, -0.02, 0.01], [-0.02, 0.10, 0.02], [0.06, 0.01, 0.03], [0.05, -0.10, -0.05], [-0.25, -0.17, -0.26], [0.17, 0.11, 0.00], [-0.08, 0.31, 0.43], [-0.01, 0.03, 0.07], [-0.09, -0.08, -0.13], [-0.11, 0.03, -0.03], [0.06, -0.03, 0.01], [-0.03, 0.04, 0.03], [-0.02, 0.02, 0.01], [-0.05, -0.01, 0.04], [0.06, 0.03, 0.07], [0.09, -0.02, 0.03], [-0.11, -0.06, -0.02], [0.07, 0.13, 0.10], [0.04, 0.03, 0.01], [-0.02, -0.03, 0.00], [0.05, -0.04, 0.00], [0.04, 0.06, 0.04], [-0.05, 0.01, 0.02], [0.03, 0.00, 0.01], [0.06, -0.10, -0.11], [-0.04, -0.01, 0.00], [-0.01, 0.01, 0.01], [0.03, 0.04, 0.01], [-0.07, 0.02, 0.01], [0.10, 0.06, -0.05]], "e_lumo_ev": -1.3, "homo_ev": -8.28, "e_tot_ha": -4669.4569}


3.
{"formula": "CH2NP", "method": "ωB97M-V/def2-TZVPD", "species": ["N", "C", "P", "H", "H"], "positions_angstrom": [[0.7305, 0.6202, -1.8761], [0.3241, 0.0656, -0.7489], [-0.5352, -0.7378, 0.5413], [0.4567, -0.4559, 1.3159], [-0.9762, 0.5079, 0.7677]], "forces_ev_per_a": [[-3.69, -5.21, 10.75], [4.32, 5.24, -12.39], [-1.96, -1.82, -1.73], [2.77, 0.23, 2.58], [-1.43, 1.55, 0.79]], "smiles": "N#CP", "e_lumo_ev": 0.6, "homo_ev": -10.53, "e_tot_ha": -435.3124}


4.
{"formula": "CH8N5O", "method": "ωB97M-V/def2-TZVPD", "species": ["C", "N", "N", "N", "N", "N", "O", "H", "H", "H", "H", "H", "H", "H", "H"], "positions_angstrom": [[0.4275, 1.1855, 0.3653], [0.9750, 2.1895, 1.0283], [0.0355, -1.4795, -1.4321], [-0.5712, 0.4945, 0.9308], [-0.2408, -1.5708, -0.0526], [-1.1714, -0.6484, 0.3731], [0.8651, 0.9263, -0.8124], [0.6634, 2.4630, 1.9461], [1.7297, 2.7138, 0.6144], [-0.7360, -1.7474, -2.0505], [0.8461, -2.0492, -1.6554], [-0.8037, 0.6485, 1.9035], [-0.6555, -2.7612, 0.3716], [0.5323, 0.0313, -1.2257], [-1.8961, -0.3958, -0.3043]], "forces_ev_per_a": [[-0.23, -0.12, -0.01], [0.12, 0.16, 0.09], [-0.11, 0.21, -0.44], [-0.32, -0.11, 0.07], [-1.41, -5.16, 2.21], [0.01, 0.50, -0.08], [-0.01, -0.07, -0.10], [-0.03, -0.03, -0.08], [-0.01, -0.09, -0.09], [0.13, -0.03, 0.24], [-0.02, -0.01, 0.12], [0.10, -0.04, -0.14], [1.51, 4.64, -2.01], [-0.05, 0.16, 0.07], [0.32, 0.00, 0.16]], "e_lumo_ev": -2.9, "homo_ev": -14.13, "e_tot_ha": -391.5921, "charge": 1}